Record 1
{
  "formula": "C26H50Cl2N3O5SiV",
  "method": "wB97M-V/def2-TZVPD",
  "multiplicity": 3,
  "fmax_ev_per_a": 4.55,
  "relative_energy_kj_mol": 476.3,
  "elements": ["C", "C", "H", "H", "H", "C", "C", "H", "H", "H", "H", "V", "Cl", "C", "O", "N", "C", "C", "H", "H", "H", "H", "H", "H", "H", "H", "H", "C", "C", "N", "H", "C", "O", "H", "H", "H", "H", "H", "H", "C", "C", "N", "H", "C", "O", "H", "H", "H", "H", "O", "C", "C", "C", "H", "C", "H", "C", "H", "C", "C", "H", "H", "H", "Si", "Cl", "C", "C", "C", "H", "H", "H", "H", "H", "H", "H", "H", "H", "C", "C", "C", "O", "H", "H", "H", "H", "H", "H", "H"],
  "coordinates": [[3.212, -2.192, -2.639], [2.495, -1.524, -3.771], [2.766, -3.166, -2.388], [3.163, -1.549, -1.749], [4.271, -2.341, -2.916], [2.415, -2.143, -4.979], [2.867, -3.540, -5.221], [2.090, -1.637, -5.890], [2.367, -4.262, -4.557], [3.959, -3.684, -5.160], [2.588, -3.813, -6.245], [1.021, 0.066, 0.846], [2.632, 1.450, -0.071], [-0.261, 2.554, 1.112], [-0.500, 1.271, 1.076], [-1.250, 3.426, 1.069], [-2.620, 2.933, 0.933], [-0.971, 4.847, 0.873], [0.767, 2.890, 1.233], [-2.835, 2.191, 1.711], [-2.753, 2.459, -0.049], [-3.296, 3.777, 1.025], [-0.212, 5.174, 1.597], [-1.883, 5.423, 1.017], [-0.575, 5.034, -0.132], [-3.604, 2.409, 6.290], [-1.902, 1.555, 8.083], [-3.647, 1.377, 5.911], [-2.014, 0.572, 7.612], [-2.398, 0.700, 6.213], [-3.806, 1.372, 4.830], [-1.648, 0.133, 5.244], [-1.906, 0.126, 4.034], [-1.056, 0.044, 7.642], [-0.742, -0.359, 5.674], [-4.477, 0.865, 6.420], [-2.757, -0.008, 8.171], [-0.475, -4.490, 3.899], [-0.728, -3.890, 0.176], [-1.408, -4.338, 3.343], [-1.575, -4.026, 0.864], [-1.265, -3.461, 2.179], [-2.154, -3.983, 4.070], [-0.738, -2.225, 2.266], [-0.379, -1.556, 1.253], [-2.432, -3.502, 0.415], [-0.669, -1.807, 3.287], [-1.747, -5.319, 2.977], [-1.812, -5.091, 1.027], [1.119, -0.221, -2.187], [1.965, -0.138, -3.373], [0.586, 0.150, -5.550], [1.462, 0.687, -4.602], [0.264, -0.881, -5.443], [0.076, 0.931, -6.594], [2.858, 0.415, -3.039], [1.887, 2.021, -4.762], [-0.603, 0.495, -7.323], [0.474, 2.257, -6.724], [1.395, 2.811, -5.809], [2.606, 2.427, -4.031], [0.142, 2.869, -7.567], [1.766, 3.835, -5.917], [-0.619, -0.669, -2.293], [-0.267, -2.796, -2.397], [-1.685, -0.897, -3.870], [-0.856, 1.376, -2.381], [-1.991, -0.435, -0.924], [-1.687, -0.075, -4.598], [-2.711, -1.014, -3.500], [-1.426, -1.824, -4.406], [-2.194, -1.432, -0.519], [-2.904, -0.075, -1.420], [-1.828, 0.261, -0.096], [-0.900, 1.684, -3.441], [-0.032, 1.937, -1.914], [-1.790, 1.750, -1.916], [1.917, 0.860, 4.369], [2.532, 0.673, 3.006], [3.975, 0.203, 2.950], [1.745, -0.375, 2.385], [1.818, -0.137, 4.808], [0.920, 1.311, 4.265], [2.548, 1.493, 5.007], [2.403, 1.568, 2.385], [3.998, -0.825, 3.331], [4.316, 0.200, 1.919], [4.606, 0.840, 3.564]],
  "forces_ev_per_angstrom": [[0.1217, -0.2561, 0.3737], [-0.4568, -0.3614, -1.0869], [0.1728, 0.2379, -0.0398], [0.0870, -0.3025, -0.1777], [-0.3333, -0.0651, 0.1822], [0.3387, 1.2324, 0.9680], [0.1694, -0.6325, -0.3871], [-0.1344, 0.0243, 0.6028], [0.2604, 0.2044, -0.0194], [-0.2980, 0.0685, 0.2095], [0.0700, -0.1057, 0.1536], [-0.9024, -1.2701, -0.8322], [-0.1475, -0.0734, 0.0310], [-1.2251, -1.8306, 0.1588], [0.9657, 2.8985, 0.5473], [0.5724, -0.6072, -0.1492], [-0.1696, -0.3587, -0.2186], [0.6364, 0.1904, 0.0718], [-0.0719, 0.3295, -0.2420], [0.1438, 0.1510, -0.1691], [0.0316, 0.1114, 0.2266], [-0.0158, 0.0002, 0.0302], [-0.2644, -0.0251, -0.1522], [0.1015, -0.1011, 0.0494], [-0.2354, -0.0771, 0.1362], [-0.0463, -0.2095, -0.1799], [-0.0090, -0.1287, -0.0860], [-0.0072, 0.0220, 0.1978], [0.0844, -0.0805, -0.3020], [0.0493, -0.0337, 0.0521], [0.0408, -0.0067, 0.2519], [-0.2179, -0.1312, -0.9725], [0.3460, 0.0751, 1.5047], [-0.1699, 0.1404, 0.1928], [-0.2840, 0.1694, -0.3373], [0.1513, 0.1225, -0.2134], [0.0719, 0.0882, -0.0692], [-0.0438, 0.1335, -0.3419], [-0.2491, -0.1690, 0.1657], [-0.3392, -0.1022, 0.4471], [0.0760, -0.0960, -0.2607], [0.4190, 0.7480, -0.0212], [0.0983, 0.0695, -0.3380], [0.3108, 0.1836, -0.9030], [-0.1806, -0.8286, 1.0385], [0.2196, -0.2316, 0.1733], [0.2060, -0.1646, -0.4231], [0.1804, 0.4577, 0.2550], [0.1452, 0.5821, -0.4217], [-0.5182, -1.2791, -0.8691], [0.4712, 0.1442, -0.6748], [-0.1803, 0.3280, 0.0758], [-0.2807, -0.0143, 0.6548], [-0.0005, 0.3215, -0.0549], [0.4396, 0.0584, 0.1679], [-0.2659, -0.0560, 0.1972], [-0.1660, -0.1950, 0.1265], [0.0597, 0.0408, 0.1679], [0.6441, 0.4448, 0.2112], [0.0428, -0.5829, 0.0467], [-0.4451, -0.1181, -0.4262], [-0.0606, -0.2395, 0.3169], [-0.2790, -0.3572, -0.0391], [-1.1941, 4.2135, -1.2349], [0.5741, -1.1852, 1.1099], [-0.0217, -0.2264, -0.6808], [-0.0467, 0.5733, -0.4949], [0.1404, -1.8766, 0.7353], [-0.0609, -0.1048, 0.4325], [0.0527, -0.0614, -0.0357], [-0.2492, 0.3431, 0.0812], [-0.4394, 0.0959, 0.3575], [0.4905, -0.2010, -0.3243], [0.1653, -0.4887, -0.3896], [0.1458, 0.1716, 0.2898], [0.0225, -0.0191, -0.0498], [0.1553, -0.1359, -0.2452], [0.2256, 0.1879, 0.2536], [-0.3331, -0.5363, -0.3268], [-0.4542, -0.1048, 0.4073], [0.4003, 0.6361, -0.1476], [-0.0215, 0.1581, 0.2255], [0.2212, -0.1543, 0.1180], [-0.2077, -0.1187, -0.0469], [0.2522, 0.0649, 0.3998], [0.1595, 0.1803, 0.0240], [0.0859, 0.0587, -0.0231], [0.2072, 0.0432, -0.0115]]
}

***

Record 2
{
  "formula": "C3H3N3",
  "method": "wB97M-V/def2-TZVPD",
  "fmax_ev_per_a": 0.23,
  "relative_energy_kj_mol": 468.7,
  "elements": ["C", "N", "C", "N", "C", "N", "H", "H", "H"],
  "coordinates": [[-0.504, 1.097, -0.132], [-0.572, 0.594, -1.319], [-0.434, -0.701, -0.928], [0.834, -1.123, -0.680], [0.908, -0.625, 0.509], [-0.232, 0.149, 0.911], [-0.686, 2.138, 0.115], [-1.034, -0.730, 0.318], [1.720, -0.797, 1.208]],
  "forces_ev_per_angstrom": [[-0.0678, 0.1803, -0.1198], [0.0436, -0.0160, 0.2220], [0.0565, -0.0401, -0.2057], [-0.0721, 0.1403, 0.1716], [0.1865, -0.1322, -0.0103], [-0.0164, -0.0038, 0.0134], [0.0239, -0.1772, -0.0503], [-0.0200, 0.0337, 0.1051], [-0.1341, 0.0149, -0.1259]]
}

***

Record 3
{
  "formula": "C4H15N2O",
  "method": "wB97M-V/def2-TZVPD",
  "total_charge": 1,
  "fmax_ev_per_a": 0.63,
  "relative_energy_kj_mol": 40.7,
  "elements": ["C", "C", "C", "C", "N", "N", "H", "H", "H", "H", "H", "H", "H", "H", "H", "H", "H", "H", "H", "H", "H", "O"],
  "coordinates": [[1.431, 1.755, 0.884], [1.645, 0.803, -0.300], [0.436, 0.344, -1.124], [-2.008, -0.193, -1.026], [-0.686, -0.222, -0.325], [0.351, 1.329, 1.805], [1.134, 2.717, 0.488], [2.357, 1.860, 1.442], [2.237, 1.361, -1.038], [2.270, -0.047, -0.052], [0.742, -0.409, -1.837], [0.041, 1.175, -1.688], [-2.036, 0.612, -1.749], [-2.792, -0.079, -0.283], [-2.183, -1.150, -1.495], [-0.508, -1.202, -0.094], [-0.708, 0.335, 0.564], [0.712, 0.595, 2.409], [0.082, 2.082, 2.431], [-1.657, -3.158, 0.323], [-0.603, -4.033, -0.349], [-0.794, -3.117, -0.116]],
  "forces_ev_per_angstrom": [[-0.5706, -0.2628, 0.0846], [0.1462, 0.1115, -0.4524], [0.4442, 0.1498, 0.2379], [-0.1324, -0.1899, 0.4427], [-0.4869, 0.3330, 0.2164], [-0.0109, -0.5371, -0.1542], [0.0521, 0.3404, -0.0268], [0.2752, 0.1827, -0.2410], [0.0867, -0.1073, 0.1863], [-0.0245, -0.2667, 0.3547], [0.0815, -0.1588, -0.1996], [-0.2613, 0.3154, -0.0627], [-0.0266, 0.0682, 0.0047], [-0.0092, 0.2440, 0.0358], [0.1900, -0.1280, -0.3695], [0.2965, -0.1239, 0.0999], [0.1035, -0.0856, -0.1019], [-0.0785, 0.0209, 0.0428], [0.0188, 0.0210, -0.1793], [0.2295, -0.1590, -0.0677], [0.1607, 0.0518, -0.0570], [-0.4841, 0.1803, 0.2064]]
}

***

Record 4
{
  "formula": "H2",
  "method": "wB97M-V/def2-TZVPD",
  "fmax_ev_per_a": 1.80,
  "relative_energy_kj_mol": 638.9,
  "elements": ["H", "H"],
  "coordinates": [[0.000, 0.000, 1.340], [0.000, 0.000, -1.340]],
  "forces_ev_per_angstrom": [[0.0000, 0.0000, -1.7984], [0.0000, 0.0000, 1.7984]]
}

***

Record 5
{
  "formula": "C4H7GaO3",
  "method": "wB97M-V/def2-TZVPD",
  "total_charge": 1,
  "multiplicity": 2,
  "fmax_ev_per_a": 2.06,
  "relative_energy_kj_mol": 0.0,
  "elements": ["H", "O", "C", "C", "O", "C", "C", "O", "Ga", "H", "H", "H", "H", "H", "H"],
  "coordinates": [[2.822, 1.887, -0.864], [0.215, 2.137, 0.310], [-0.986, 2.011, -0.032], [-1.512, 0.792, -0.535], [-0.749, -0.263, -0.649], [-0.440, -1.155, 0.451], [0.939, -1.743, 0.178], [1.947, -0.818, 0.059], [1.646, 0.919, -0.309], [-1.633, 2.895, -0.136], [-2.590, 0.623, -0.586], [-1.213, -1.933, 0.456], [-0.437, -0.560, 1.373], [0.861, -2.360, -0.742], [1.130, -2.432, 1.027]],
  "forces_ev_per_angstrom": [[-1.0907, -0.6885, 0.3295], [0.3227, -0.4169, -0.0859], [-0.5175, 0.3687, -1.2913], [-1.0080, -0.3582, 1.2098], [1.0463, 0.7192, -0.9657], [0.2080, -0.6977, 0.5541], [-1.2975, -1.5943, 0.1507], [-0.0422, 1.8484, -0.1331], [1.7036, 0.0980, -0.1779], [0.2305, -0.1630, 0.6795], [0.1083, 0.3369, -0.4182], [0.2349, 0.1849, 0.2213], [-0.1167, -0.1750, -0.0741], [0.1538, 0.2479, 0.3953], [0.0644, 0.2897, -0.3940]]
}